# 1
C44H52CsN10O5S6 as an isolated structure. Source: OMol25; level of theory: ωB97M-V/def2-TZVPD.

Atoms and positions in Å:
Cs -0.56 0.06 0.44
C -2.54 3.29 3.29
C -1.29 2.88 2.55
N -1.27 2.63 1.28
N -2.32 2.84 0.50
C -2.97 1.92 -0.15
O -2.88 0.66 0.02
C -3.99 2.46 -1.09
C -4.57 3.71 -0.88
C -5.58 4.15 -1.71
C -6.01 3.37 -2.77
C -5.43 2.13 -2.99
C -4.42 1.68 -2.16
C -0.05 2.70 3.29
C 0.00 2.87 4.68
C 1.17 2.57 5.35
C 2.27 2.12 4.63
C 2.14 2.05 3.25
N 1.03 2.33 2.60
H -3.35 3.41 2.57
H -2.39 4.24 3.81
H -2.83 2.54 4.01
H -4.23 4.31 -0.05
H -6.04 5.12 -1.53
H -6.80 3.72 -3.42
H -5.75 1.52 -3.82
H -3.97 0.72 -2.31
H -0.86 3.20 5.24
H 1.22 2.68 6.43
H 3.18 1.83 5.12
H 2.98 1.74 2.64
O 5.06 -5.18 4.45
C 4.48 -4.21 4.04
S 5.03 -3.28 2.65
C 3.71 -2.10 2.65
C 2.74 -2.18 3.59
S 1.38 -1.22 3.76
S 3.03 -3.54 4.75
S 3.73 -0.94 1.34
O 2.64 -1.56 -3.09
S 3.85 -1.11 -3.79
C 4.50 0.33 -2.81
C 3.61 1.55 -2.91
C 3.98 2.62 -1.87
C 3.43 2.30 -0.49
S 1.57 2.20 -0.33
O 1.15 1.04 -1.12
C 1.26 3.65 -1.37
C 1.52 4.91 -0.83
C 1.27 6.04 -1.59
C 0.77 5.92 -2.88
C 0.50 4.66 -3.40
C 0.75 3.53 -2.65
C 3.25 -0.19 -5.23
C 1.89 0.04 -5.35
C 1.40 0.71 -6.46
C 2.28 1.11 -7.45
C 3.64 0.86 -7.34
C 4.13 0.21 -6.22
H 5.51 0.52 -3.19
H 4.55 -0.04 -1.79
H 2.58 1.24 -2.73
H 3.68 1.99 -3.91
H 3.58 3.58 -2.20
H 5.07 2.71 -1.81
H 3.71 3.06 0.23
H 3.76 1.32 -0.13
H 1.90 4.98 0.18
H 1.47 7.02 -1.18
H 0.57 6.80 -3.46
H 0.10 4.56 -4.40
H 0.52 2.55 -3.03
H 1.22 -0.30 -4.57
H 0.34 0.91 -6.54
H 1.90 1.63 -8.33
H 4.32 1.17 -8.12
H 5.19 0.00 -6.12
N -1.79 -2.13 -4.07
C -1.95 -0.79 -4.18
C -1.16 0.13 -3.47
N -1.30 1.42 -3.63
C -2.23 1.85 -4.48
C -2.99 0.96 -5.21
N -2.85 -0.36 -5.07
H -1.27 -2.56 -3.32
H -2.48 -2.71 -4.52
H -0.40 -0.19 -2.77
H -2.35 2.92 -4.56
H -3.72 1.28 -5.93
N -2.77 -3.16 -0.36
C -3.77 -2.66 -0.65
N -4.90 -2.18 -1.08
C -5.93 -3.14 -1.45
C -6.79 -3.45 -0.22
O -7.33 -2.27 0.34
C -6.32 -1.35 0.71
C -5.45 -0.97 -0.48
H -5.47 -4.05 -1.83
H -6.55 -2.69 -2.23
H -6.16 -3.96 0.53
H -7.64 -4.08 -0.48
H -5.70 -1.79 1.51
H -6.85 -0.48 1.10
H -4.63 -0.32 -0.18
H -6.06 -0.47 -1.24
N 2.71 -3.20 -0.64
C 1.40 -3.84 -0.67
C 0.70 -3.60 -2.02
N -0.62 -4.18 -2.19
H 3.46 -3.87 -0.76
H 3.20 -1.79 0.43
H 2.76 -2.55 -1.44
H 0.78 -3.41 0.13
H 1.50 -4.92 -0.47
H 1.33 -3.99 -2.83
H 0.62 -2.52 -2.15
H -1.22 -3.92 -1.40
H -0.56 -5.20 -2.20

Its energy above the lowest of the compared OMol25 structures with the same formula, charge and spin is 26.9 kcal/mol. The value obtained for the HOMO-LUMO gap is 5.5 eV. As for the net charge: -1. For the calculated total energy, the calculation gives -137169.671 eV.

Atom charges from the Mulliken analysis, given in e for atoms 1 to 4: number 1, Cs, carries 1.99; number 2, C, carries -1.83; number 3, C, carries 0.71; number 4, N, carries 0.28



# 2
A 2-piece molecular cluster, C9H14 overall. Source: OMol25; level of theory: ωB97M-V/def2-TZVPD.

Atoms and positions in Å:
C -2.13 -0.88 2.14
C -1.34 0.40 2.46
H -1.44 -1.68 2.44
H -2.95 -0.95 2.84
H -2.36 -1.08 1.10
H -0.45 0.47 1.83
H -1.21 0.55 3.53
H -1.96 1.26 2.14
C 0.77 2.34 -0.97
C -0.31 0.07 -1.07
C 0.92 0.83 -1.07
C -0.19 -1.25 -1.42
C 1.06 -1.86 -1.62
C 2.12 0.18 -1.20
C 2.23 -1.21 -1.42
H -1.24 0.41 -0.64
H -1.09 -1.80 -1.65
H 0.99 2.63 0.06
H -0.18 2.61 -1.40
H 0.97 -2.91 -1.88
H 3.02 0.79 -1.20
H 3.18 -1.72 -1.42
H 1.58 2.77 -1.57

As for the SMILES: Cc1ccccc1.CC. Its energy above the lowest of the compared OMol25 structures with the same formula, charge and spin is 18.4 kcal/mol. The value obtained for the HOMO-LUMO gap is 10.0 eV. As for the net charge: 0. For the calculated total energy, the calculation gives -9559.384 eV.

Atom charges from the Mulliken analysis, given in e for atoms 1 to 4: number 1, C, carries -0.80; number 2, C, carries -0.79; number 3, H, carries 0.22; number 4, H, carries 0.33



# 3
One molecule with the formula C4H8N2O2. Source: OMol25; level of theory: ωB97M-V/def2-TZVPD.

Atoms and positions in Å:
C -3.29 -0.31 0.04
C -1.00 0.33 -0.19
C 1.77 -0.21 -0.37
C 3.32 -0.21 0.06
H -4.43 0.12 0.04
H -3.09 -0.79 1.15
H -3.43 -1.34 -0.52
H -0.52 2.23 0.23
H 1.42 -1.23 -0.75
H 3.73 -0.64 -0.89
H 3.95 0.73 0.47
H 3.38 -0.99 0.98
N -0.10 1.35 -0.03
N 1.26 1.06 0.00
O -2.31 0.72 -0.25
O -0.67 -0.85 0.02

As for the SMILES: C/C=N/NC(=O)OC. Its energy above the lowest of the compared OMol25 structures with the same formula, charge and spin is 118.8 kcal/mol. The value obtained for the HOMO-LUMO gap is 9.7 eV. As for the net charge: 0. For the calculated total energy, the calculation gives -11348.959 eV.

Atom charges from the Mulliken analysis, given in e for atoms 1 to 4: number 1, C, carries -0.59; number 2, C, carries 0.66; number 3, C, carries 0.09; number 4, C, carries -0.76